The following is a DFT calculation (ωB97M-V with the def2-TZVPD basis set) of a structure of composition C23H54Ca2N3O8P at a distorted geometry.

Geometry (Å):
Ca 3.407187 3.024277 0.152683
Ca 1.181040 1.625061 2.657405
P 3.033793 4.027291 2.673347
O 1.474773 3.856943 2.615218
O 3.155015 2.505805 2.282539
O 3.457841 4.410459 4.071599
O 3.563797 4.781834 1.430884
O 1.088412 -0.170317 -1.360078
C 1.806757 0.856624 -0.898966
O 2.818766 1.293780 -1.517875
O 1.527964 1.428885 0.186010
H 1.499034 -0.379497 -2.215865
C 5.702070 6.010213 -1.753483
C 5.763461 5.117928 -2.991524
C 5.584054 3.671243 -2.484993
O 5.172248 3.904090 -1.088768
C 5.909996 5.031356 -0.605845
H 4.710313 6.465107 -1.758745
H 6.410748 6.839241 -1.763867
H 6.709092 5.181141 -3.546420
H 5.093055 5.251815 -3.845896
H 6.523128 3.135146 -2.353126
H 4.801863 3.065990 -2.928544
H 6.972145 4.795062 -0.485349
H 5.567941 5.410202 0.353431
C -1.667750 -5.021606 2.904972
C -1.379758 -5.080619 1.431586
N -1.982376 -3.971790 0.672029
C -1.493341 -4.010031 -0.723346
C -0.076018 -3.464628 -0.911390
C -3.458099 -3.976356 0.674952
C -4.129019 -3.188806 1.789150
H -1.055845 -5.757169 3.433746
H -2.696245 -5.261568 3.168555
H -1.413489 -4.026398 3.271410
H -0.315146 -4.956931 1.222008
H -1.636387 -6.047051 0.968206
H -1.572588 -5.058876 -1.048364
H -2.156375 -3.453911 -1.384876
H 0.606082 -3.793135 -0.122812
H 0.338979 -3.735811 -1.881745
H 0.000667 -2.380169 -0.814089
H -3.730586 -5.035630 0.834629
H -3.878648 -3.727095 -0.296373
H -3.785433 -3.427797 2.794870
H -5.195117 -3.420397 1.819388
H -3.951797 -2.119966 1.651162
C -0.920223 -0.649130 1.698029
C -0.185621 -1.057021 3.007179
N 1.259226 -0.727812 3.065597
C 2.018387 -1.665733 2.188111
C 2.160040 -3.127525 2.559690
C 1.692345 -0.915904 4.480314
C 3.155581 -0.495062 4.675325
H -0.862570 0.443062 1.661772
H -1.968876 -0.926164 1.781367
H -0.517978 -1.156380 0.829816
H -0.730749 -0.769217 3.910354
H -0.224797 -2.151692 3.118571
H 1.617315 -1.471618 1.188636
H 3.003572 -1.201762 2.090506
H 2.735040 -3.581099 1.751007
H 2.780814 -3.221672 3.451696
H 1.234028 -3.685537 2.687952
H 1.457886 -1.946523 4.766013
H 1.122853 -0.293310 5.178801
H 3.860552 -1.158727 4.180129
H 3.330615 -0.471274 5.752955
H 3.390527 0.520332 4.340933
C -1.660891 1.115740 -2.070932
C -3.152978 0.793508 -2.100897
N -3.698362 0.922651 -3.462973
C -4.998177 0.240029 -3.525126
C -5.631719 0.142344 -4.892146
C -3.725743 2.265669 -4.001047
C -4.537806 3.303171 -3.227408
H -1.421764 2.075851 -2.523839
H -1.192932 0.213014 -2.451195
H -1.332499 1.263908 -1.038151
H -3.362958 -0.193058 -1.696407
H -3.724706 1.533902 -1.519596
H -4.795848 -0.769096 -3.159946
H -5.669578 0.703875 -2.783834
H -6.460915 -0.566649 -4.910837
H -6.073048 1.058195 -5.290894
H -4.867775 -0.197855 -5.595736
H -4.227965 2.168967 -4.971065
H -2.771061 2.653384 -4.365251
H -4.740915 4.187730 -3.833934
H -4.136743 3.640482 -2.268332
H -5.529793 2.930070 -2.952648

Atoms 1-2, force components in eV/Å:
-0.3 -0.4 -0.3
0.9 2.4 -1.0

Output
- E_HOMO (eV) = -6.895
- orbital gap (eV) = 6.89
- net charge = 0
- max |F| (eV/Å) = 4.6

Here is what Löwdin gives for the atomic charges, in e: atom 1 (Ca): 1.517, atom 2 (Ca): 1.467, atom 3 (P): -0.072, atom 4 (O): -0.581, atom 5 (O): -0.723, atom 6 (O): -0.376, atom 7 (O): -0.507, atom 8 (O): 0.098, atom 9 (C): -0.785, atom 10 (O): -0.094, atom 11 (O): -0.185, atom 12 (H): 0.138, atom 13 (C): -0.145, atom 14 (C): -0.163, atom 15 (C): -0.122, atom 16 (O): -0.328, atom 17 (C): -0.186, atom 18 (H): 0.118, atom 19 (H): 0.116, atom 20 (H): 0.108, atom 21 (H): 0.108, atom 22 (H): 0.121, atom 23 (H): 0.116, atom 24 (H): 0.130, atom 25 (H): 0.111, atom 26 (C): -0.089, atom 27 (C): -0.266, atom 28 (N): -0.178, atom 29 (C): -0.244, atom 30 (C): -0.073, atom 31 (C): -0.249, atom 32 (C): -0.086, atom 33 (H): 0.079, atom 34 (H): 0.068, atom 35 (H): 0.059, atom 36 (H): 0.090, atom 37 (H): 0.120, atom 38 (H): 0.114, atom 39 (H): 0.104, atom 40 (H): 0.053, atom 41 (H): 0.078, atom 42 (H): 0.036, atom 43 (H): 0.114, atom 44 (H): 0.106, atom 45 (H): 0.053, atom 46 (H): 0.076, atom 47 (H): 0.058, atom 48 (C): -0.042, atom 49 (C): -0.248, atom 50 (N): -0.313, atom 51 (C): -0.230, atom 52 (C): -0.061, atom 53 (C): -0.253, atom 54 (C): -0.061, atom 55 (H): 0.050, atom 56 (H): 0.065, atom 57 (H): 0.049, atom 58 (H): 0.122, atom 59 (H): 0.090, atom 60 (H): 0.100, atom 61 (H): 0.120, atom 62 (H): 0.088, atom 63 (H): 0.074, atom 64 (H): 0.060, atom 65 (H): 0.116, atom 66 (H): 0.118, atom 67 (H): 0.071, atom 68 (H): 0.085, atom 69 (H): 0.075, atom 70 (C): -0.070, atom 71 (C): -0.251, atom 72 (N): -0.198, atom 73 (C): -0.276, atom 74 (C): -0.097, atom 75 (C): -0.263, atom 76 (C): -0.088, atom 77 (H): 0.076, atom 78 (H): 0.066, atom 79 (H): 0.062, atom 80 (H): 0.104, atom 81 (H): 0.105, atom 82 (H): 0.107, atom 83 (H): 0.110, atom 84 (H): 0.072, atom 85 (H): 0.067, atom 86 (H): 0.082, atom 87 (H): 0.095, atom 88 (H): 0.110, atom 89 (H): 0.073, atom 90 (H): 0.065, atom 91 (H): 0.066